Entry from the OMol25 dataset: a structure of composition C55H34IrN12O2S (ωB97M-V with the def2-TZVPD basis set).

Values from the calculation:
- multiplicity = 6
- total charge = +2
- gap between HOMO and LUMO (alpha / beta) (Eh) = 0.2112 / 0.2078

```
105
C55H34IrN12O2S, DFT ωB97M-V with the def2-TZVPD basis set
Ir -0.4949 -0.3860 0.1864
C 1.6457 2.2189 5.9523
C 0.6439 1.3757 6.4370
C -0.1239 0.5938 5.5867
C 0.1284 0.6669 4.2197
C -0.4595 0.0991 3.0240
N 0.0846 0.6548 1.9136
C 1.1340 1.4064 2.2945
N 2.0209 1.8587 1.4298
C 2.2168 1.2773 0.2831
C 2.6220 1.9616 -0.9085
C 2.9460 3.3052 -1.0945
C 3.2811 3.7075 -2.3692
C 3.2849 2.7953 -3.4447
C 2.9607 1.4676 -3.2685
C 2.6310 1.0529 -1.9736
C 2.2733 -0.2209 -1.4746
N 2.1138 -1.3466 -2.1728
C 1.9896 -2.4244 -1.4627
N 2.1616 -2.4357 -0.1031
C 1.9042 -3.7233 0.4325
N 1.9219 -3.9560 1.6799
C 2.0689 -2.7800 2.4272
N 1.3274 -1.6187 1.9030
C 2.2508 -1.2705 0.7942
N -0.0139 -1.8444 1.5096
C 3.5599 -1.2798 1.5519
C 4.7252 -0.5821 1.3330
C 5.7960 -0.8385 2.1900
C 5.6854 -1.7781 3.2057
C 4.5025 -2.4921 3.4089
C 3.4378 -2.2222 2.5776
C 1.6398 -4.5871 -0.7275
C 1.3632 -5.9359 -0.8032
C 1.1370 -6.4772 -2.0644
C 1.1883 -5.6863 -3.2108
C 1.4645 -4.3266 -3.1311
C 1.6889 -3.7927 -1.8756
N 1.9938 -0.0897 -0.0594
C 1.1274 1.5363 3.7402
C 1.8975 2.3082 4.5911
H 2.2236 2.8141 6.6465
H 0.4566 1.3383 7.5025
H -0.9034 -0.0386 5.9866
H 2.9478 3.9945 -0.2596
H 3.5545 4.7389 -2.5495
H 3.5606 3.1498 -4.4298
H 2.9726 0.7618 -4.0891
H 4.8228 0.1394 0.5279
H 6.7269 -0.3033 2.0540
H 6.5344 -1.9639 3.8508
H 4.4239 -3.2290 4.1985
H 1.3315 -6.5487 0.0886
H 0.9208 -7.5334 -2.1581
H 1.0197 -6.1421 -4.1775
H 1.5166 -3.7039 -4.0160
H 2.6624 2.9662 4.1976
O -3.9231 -2.1680 -6.1850
C -4.6539 -2.3154 -5.0643
O -5.8036 -2.6292 -5.1170
C -3.9682 -2.0470 -3.7491
C -4.7814 -1.6969 -2.6773
C -4.2398 -1.4606 -1.4282
C -2.8662 -1.5891 -1.2420
C -2.0470 -1.9438 -2.3077
C -2.5968 -2.1751 -3.5561
N -2.2381 -1.3565 0.0128
C -2.8460 -1.5634 1.1396
C -2.2967 -1.5244 2.4467
C -3.1633 -1.7669 3.5164
C -2.7202 -2.1553 4.7503
C -1.3223 -2.4421 4.9046
C -0.4515 -2.1104 3.9573
N -0.8524 -1.3281 2.7715
H -3.0493 -1.8047 -6.0016
H -5.8477 -1.6154 -2.8434
H -4.8876 -1.1554 -0.6154
H -0.9809 -2.0722 -2.1373
H -1.9446 -2.4909 -4.3624
H -3.8889 -1.8686 1.1088
H -4.2253 -1.7152 3.3078
H -3.4129 -2.3428 5.5593
H -0.9592 -2.9610 5.7818
H 0.6065 -2.3103 3.9971
S -1.8561 4.7702 -3.7468
C -1.5644 3.4301 -2.6754
C -1.9743 3.3556 -1.3410
C -1.6568 2.2418 -0.5994
N -0.9632 1.1992 -1.0947
C -0.5763 1.2686 -2.3807
C -0.8497 2.3430 -3.1886
C -2.7587 5.8972 -2.7132
C -2.1000 6.9755 -2.1475
C -2.8496 7.8645 -1.3844
N -4.1566 7.7258 -1.1724
C -4.7732 6.6866 -1.7347
C -4.1221 5.7444 -2.5199
H -2.5302 4.1594 -0.8790
H -1.9557 2.1723 0.4384
H -0.0196 0.4191 -2.7597
H -0.5087 2.3399 -4.2164
H -1.0389 7.1257 -2.2969
H -2.3766 8.7258 -0.9261
H -5.8396 6.6068 -1.5566
H -4.6669 4.9259 -2.9729
```

Here are the Löwdin charges for atoms 1 to 8, given in e: atom 1 (Ir): 1.262, atom 2 (C): -0.036, atom 3 (C): -0.036, atom 4 (C): 0.001, atom 5 (C): -0.101, atom 6 (C): -0.120, atom 7 (N): -0.004, atom 8 (C): -0.239

=====

Entry from the OMol25 dataset: a cluster of 3 separate species, C3H11NO in total (ωB97M-V with the def2-TZVPD basis set).

Values from the calculation:
- gap between HOMO and LUMO (Eh) = 0.2337
- energy relative to the best compared isomer or geometry (same formula, charge and spin) (eV) = 6.833

```
16
C3H11NO, DFT ωB97M-V with the def2-TZVPD basis set
C 0.3924 1.0068 0.0693
C -0.7528 -0.0283 -0.1726
C -1.2357 -0.0439 -1.6116
N 1.5874 0.2021 0.2336
H 0.2540 -1.6716 -0.0756
H 0.4619 1.7006 -0.8288
H -0.2168 -0.9945 0.2037
H -1.6020 -0.0162 0.4361
H -1.4453 0.9878 -1.9191
H -0.3842 -0.1857 -2.2287
H -2.1331 -0.7238 -1.9397
H 2.2552 0.8560 0.5760
H 0.2683 1.5791 1.0173
H 0.7573 -1.3406 2.9509
H 1.3227 -0.4532 1.1368
O 0.4706 -0.8746 2.1523
```

Here are the Löwdin charges for atoms 1 to 8, given in e: atom 1 (C): -0.283, atom 2 (C): -0.188, atom 3 (C): -0.096, atom 4 (N): -0.068, atom 5 (H): 0.358, atom 6 (H): 0.121, atom 7 (H): 0.035, atom 8 (H): 0.110

=====

Entry from the OMol25 dataset: an isolated molecule of C4H5N3O (ωB97M-V with the def2-TZVPD basis set).

Values from the calculation:
- gap between HOMO and LUMO (Eh) = 0.3700
- energy relative to the best compared isomer or geometry (same formula, charge and spin) (eV) = 3.064

```
13
C4H5N3O, DFT ωB97M-V with the def2-TZVPD basis set
C -2.1393 -0.6833 0.0200
C -0.7562 -0.0550 -0.1388
C 1.4628 -0.4255 -0.0410
C 0.7527 1.7430 0.0182
H -2.5427 -0.3314 0.8612
H -1.8698 -1.8273 0.2234
H -2.9988 -0.3370 -0.7593
H 3.4054 -0.9109 0.0133
H 0.9377 2.8550 0.2777
N 0.1323 -0.9915 -0.0889
N 2.3945 -1.2967 -0.1324
N 1.7241 0.9348 -0.0006
O -0.5026 1.3258 -0.2530
```

Here are the Löwdin charges for atoms 1 to 8, given in e: atom 1 (C): -0.014, atom 2 (C): -0.315, atom 3 (C): -0.498, atom 4 (C): -0.172, atom 5 (H): 0.004, atom 6 (H): 0.139, atom 7 (H): 0.138, atom 8 (H): 0.090

=====

Entry from the OMol25 dataset: a cluster of 4 separate species, C12H33IN3O3 in total (ωB97M-V with the def2-TZVPD basis set).

Values from the calculation:
- total charge = -1
- gap between HOMO and LUMO (Eh) = 0.2539
- energy relative to the best compared isomer or geometry (same formula, charge and spin) (eV) = 0.970

```
52
C12H33IN3O3, DFT ωB97M-V with the def2-TZVPD basis set
I 13.0892 10.9821 4.8142
C 9.9103 15.8124 6.5587
C 10.2549 14.4010 6.0791
C 9.2145 13.9169 5.0800
O 7.9785 13.6915 5.7646
C 6.8750 13.5328 4.9187
N 11.5878 14.4388 5.4267
H 8.8328 15.8914 6.7125
H 10.2148 16.5190 5.7804
H 10.4574 16.0954 7.4562
H 10.2717 13.7052 6.9189
H 9.4681 12.9127 4.7133
H 9.1785 14.6314 4.2463
H 5.9634 13.3580 5.4875
H 7.0531 12.6641 4.2734
H 6.6932 14.4228 4.3055
H 11.4637 15.0859 4.6447
H 11.6880 13.5275 4.9634
C 16.4498 12.5377 7.8625
C 16.2716 13.9186 7.2328
C 17.6202 14.4020 6.6892
O 18.0232 13.5823 5.6108
C 19.2552 13.9590 5.0801
N 15.2265 13.8680 6.2031
H 16.7965 11.7999 7.1392
H 15.5234 12.2215 8.3408
H 17.2209 12.5600 8.6420
H 16.0050 14.6173 8.0357
H 18.3979 14.3477 7.4667
H 17.5748 15.4588 6.3873
H 20.0743 13.9082 5.8118
H 19.2126 14.9568 4.6328
H 19.5531 13.2312 4.3233
H 15.5763 14.2783 5.3370
H 15.1915 12.8878 5.9054
C 13.6882 10.2724 10.3837
C 13.3849 10.0021 8.9384
C 13.1134 8.5141 8.6588
O 11.9022 8.1592 9.2901
C 11.7862 6.8043 9.6412
N 12.2252 10.7989 8.5019
H 13.5910 11.3381 10.6065
H 14.6696 9.9472 10.7418
H 12.9735 9.7810 11.0561
H 14.3007 10.2526 8.3795
H 13.9596 7.9757 9.1139
H 13.0371 8.2910 7.5922
H 12.1683 6.1535 8.8467
H 10.7622 6.5468 9.8888
H 12.4398 6.6389 10.5090
H 12.2772 10.7558 7.4732
H 12.5210 11.7765 8.5987
```

Here are the Löwdin charges for atoms 1 to 8, given in e: atom 1 (I): -0.438, atom 2 (C): -0.068, atom 3 (C): -0.438, atom 4 (C): -0.211, atom 5 (O): -0.199, atom 6 (C): -0.137, atom 7 (N): 0.033, atom 8 (H): 0.068

=====

Entry from the OMol25 dataset: a cluster of 3 separate species, C10H22F3INO6S2 in total (ωB97M-V with the def2-TZVPD basis set).

Values from the calculation:
- total charge = -1
- gap between HOMO and LUMO (Eh) = 0.2050
- energy relative to the best compared isomer or geometry (same formula, charge and spin) (eV) = 1.237

```
45
C10H22F3INO6S2, DFT ωB97M-V with the def2-TZVPD basis set
C 3.4070 2.8937 2.3455
C 2.9766 2.2439 0.9297
C 2.0804 3.2209 0.0399
I 0.1086 2.2345 -0.2172
N 2.5888 3.4814 -1.2997
C 3.5725 4.4949 -1.2843
F 3.8666 4.9164 -2.5999
F 4.8131 3.9705 -0.7917
F 3.2240 5.6802 -0.5985
H 2.6789 2.5692 3.1388
H 3.3629 4.0198 2.2115
H 4.4779 2.6321 2.5892
H 3.9100 1.8753 0.4064
H 2.3390 1.3401 1.1935
H 1.8673 4.1414 0.6606
O -2.7950 1.0333 0.9492
S -4.1412 0.6086 1.2083
O -5.0066 1.3326 2.1005
O -4.1246 -0.9457 1.6462
C -3.2722 -1.3351 2.7253
C -3.8766 -0.9820 4.0716
C -4.9787 0.3913 -0.3349
H -2.2779 -0.8957 2.6105
H -3.1552 -2.4184 2.6563
H -3.9144 0.0997 4.2125
H -3.2832 -1.4087 4.8828
H -4.9009 -1.3540 4.1457
H -4.3535 -0.2102 -0.9923
H -5.1399 1.3775 -0.7682
H -5.9346 -0.0970 -0.1517
O 0.4133 -2.9888 -0.3634
S 0.7996 -3.7589 -1.5134
O 2.0824 -4.4033 -1.5972
O 0.5726 -2.8741 -2.8409
C 1.1724 -1.5720 -2.9107
C 2.6490 -1.6560 -3.2462
C -0.4563 -4.9618 -1.8416
H 1.0105 -1.0185 -1.9825
H 0.6553 -1.0291 -3.7037
H 3.2125 -2.1046 -2.4260
H 3.0568 -0.6610 -3.4327
H 2.8106 -2.2794 -4.1290
H -1.4257 -4.4670 -1.8411
H -0.4159 -5.7105 -1.0515
H -0.2563 -5.4258 -2.8061
```

Here are the Löwdin charges for atoms 1 to 8, given in e: atom 1 (C): -0.127, atom 2 (C): -0.311, atom 3 (C): -0.796, atom 4 (I): 0.687, atom 5 (N): -0.087, atom 6 (C): -0.610, atom 7 (F): 0.003, atom 8 (F): -0.016

=====

Entry from the OMol25 dataset: a structure of composition C3HDyO2 (ωB97M-V with the def2-TZVPD basis set).

Values from the calculation:
- multiplicity = 6
- total charge = +2
- gap between HOMO and LUMO (alpha / beta) (Eh) = 0.1769 / 0.3778
- energy relative to the best compared isomer or geometry (same formula, charge and spin) (eV) = 0.000

```
7
C3HDyO2, DFT ωB97M-V with the def2-TZVPD basis set
O 0.0693 -1.1885 -0.0723
O -0.1655 0.9946 -0.1385
C -0.6710 -0.1665 -0.1600
Dy 2.2399 0.1562 -0.1221
C -3.2543 -0.2175 0.3166
C -2.1204 -0.3149 -0.1372
H -3.7598 -1.1701 -0.1397
```

Löwdin atomic charges, in units of e: atom 1 (O): -0.095, atom 2 (O): -0.068, atom 3 (C): -0.670, atom 4 (Dy): 1.982, atom 5 (C): 0.402, atom 6 (C): 0.234, atom 7 (H): 0.215

=====

Entry from the OMol25 dataset: an isolated molecule of C2H2N2O (ωB97M-V with the def2-TZVPD basis set).

Values from the calculation:
- gap between HOMO and LUMO (Eh) = 0.3531
- energy relative to the best compared isomer or geometry (same formula, charge and spin) (eV) = 1.799

```
7
C2H2N2O, DFT ωB97M-V with the def2-TZVPD basis set
O -0.4524 -0.6875 -1.6807
C 0.4253 -0.5060 -0.8605
C 0.2384 0.0143 0.4799
N -0.9012 0.5713 0.8156
N -1.8358 1.1029 1.1496
H 1.4921 -0.7021 -1.0877
H 1.0337 0.2072 1.1839
```

Löwdin atomic charges, in units of e: atom 1 (O): 0.014, atom 2 (C): -0.315, atom 3 (C): -0.111, atom 4 (N): -0.077, atom 5 (N): 0.268, atom 6 (H): 0.114, atom 7 (H): 0.107

=====

| no. | electronic energy (eV) |
| --- | --- |
| 1 | -93217.4479 |
| 2 | -6820.4128 |
| 3 | -10744.5507 |
| 4 | -31693.4975 |
| 5 | -62425.2610 |
| 6 | -31281.4869 |
| 7 | -7132.0444 |